10 unconnected molecules or ions with the total composition C60H77N7O14, computed with ωB97M-V with the def2-TZVPD basis set.

Properties
* E: -3768.396613 Eh
* SMILES: O=[N+]([O-])c1ccccc1.O=[N+]([O-])c1ccccc1.O=[N+]([O-])c1ccccc1.O=[N+]([O-])c1ccccc1.O=[N+]([O-])c1ccccc1.O=[N+]([O-])c1ccccc1.O=[N+]([O-])c1ccccc1.CCCCCC.CCCCCC.CCCCCC

Structure (ORCA input):
```
! wB97M-V def2-TZVPD RIJCOSX def2/J DEFGRID3
* xyz 0 1
C 4.849 3.943 0.139
H -0.255 -1.411 -7.477
O -2.508 -0.986 -0.068
H -3.198 0.781 3.183
C 1.296 -4.330 0.099
O -3.121 1.613 5.607
C 1.385 3.957 -4.610
H 0.674 2.962 6.757
H 0.584 2.439 -2.357
C 3.833 -6.460 -4.002
C 1.481 -0.989 -1.186
C -3.800 -3.268 2.796
H 0.350 2.150 9.193
C 2.696 -4.481 -0.251
H 1.939 1.915 6.545
H 1.334 3.942 -0.714
H 0.796 -3.322 -6.404
C -4.675 4.072 1.873
C -0.164 -2.991 -6.037
O 4.326 1.307 -0.711
C 3.257 -3.475 1.915
H 0.505 4.557 -4.785
O -3.915 3.562 5.915
C 3.602 -4.003 0.676
C -0.300 0.770 5.122
H -1.138 6.242 0.035
H -4.493 -1.313 2.011
H -6.737 -3.073 -1.492
H -1.372 -0.600 -3.806
C -0.758 -1.892 -6.651
C 0.741 -0.562 -3.519
N -4.210 -2.070 -4.968
N 0.328 -4.698 -0.945
H -2.374 5.951 2.165
H 2.812 -0.886 -2.817
H 0.945 -0.326 -4.553
H 5.980 5.679 0.196
C 0.471 -0.006 2.765
H -4.810 4.757 3.843
H -0.055 -3.689 1.658
C -0.568 -0.736 -3.099
H 4.318 3.558 -2.894
C 1.472 2.818 -5.441
H 0.308 -0.240 6.892
O 4.654 0.148 -4.862
C 2.992 3.753 1.634
C -1.287 6.020 2.199
H -0.998 5.891 4.374
N 4.704 1.216 -4.247
O -4.702 -2.722 -4.050
H 1.700 -2.754 3.170
N -2.273 -0.967 -1.282
H 3.078 -4.856 -1.189
C 3.617 2.179 -4.420
C -0.579 4.242 0.439
H 0.247 1.801 -0.687
C -4.500 3.927 3.226
H 5.501 -3.106 -2.887
H -2.917 -3.380 2.167
O 5.581 1.419 -3.457
H 1.679 1.062 8.940
C 0.252 3.919 -0.838
C -2.829 -2.388 -5.388
H -5.013 5.022 1.486
H 2.212 -1.043 -0.393
C 0.998 1.977 7.092
H -4.632 3.004 0.002
C -0.756 5.288 3.498
H -4.717 -2.893 0.059
C 1.906 -3.280 2.249
H -1.063 2.436 -1.564
O 3.090 0.907 0.942
C -0.874 -0.989 -1.735
C -0.750 -3.652 -4.995
C 0.977 -3.831 1.373
C -4.405 -4.684 3.075
H 2.367 5.110 -3.092
C -6.682 -2.160 0.358
H -2.605 -3.864 -3.848
N -3.664 2.596 5.169
O -4.748 -1.144 -5.534
C 3.116 -5.289 -4.060
H -4.455 -5.191 2.111
H -3.661 0.999 0.871
H 2.073 -5.248 -4.338
H -3.396 -2.776 3.681
H -1.250 4.316 3.493
H 0.684 2.640 -6.157
H 2.177 3.212 2.091
H 1.688 0.934 4.171
N 3.715 1.740 0.280
H -2.700 -1.004 -7.011
C -4.349 3.013 1.045
C 3.563 3.354 -3.639
H -0.421 -0.628 2.699
O -3.155 -1.075 -2.078
O -0.821 -4.421 -0.786
H -1.111 7.096 2.185
H 1.229 -0.697 4.597
C 3.280 4.992 2.110
H -7.494 -1.454 -1.484
C 1.769 -0.816 -2.545
H 3.330 -7.380 -4.261
H -0.609 1.715 4.675
C -6.635 -2.040 -1.158
H -3.668 -5.228 3.666
C 4.380 5.751 1.637
H -6.609 -1.168 0.803
H 2.526 5.300 2.819
H -1.168 0.117 5.020
C 0.012 0.779 6.642
C 4.999 -3.990 -3.250
C 2.557 1.908 -5.311
H -0.327 3.598 1.281
C 5.163 -6.431 -3.547
N 5.938 -7.680 -3.729
C 5.737 -5.186 -3.145
H 4.615 6.691 2.115
C 3.752 3.184 0.623
C 0.169 -1.185 -0.816
O 0.680 -5.113 -2.031
H -5.707 -2.262 2.810
H 3.073 -3.162 -3.777
H -0.031 4.644 -1.601
C 3.689 -4.045 -3.699
C -2.149 -1.740 -6.445
H -7.689 -2.503 0.597
C -0.614 5.716 0.833
H 2.615 1.015 -5.915
H 0.441 5.987 0.870
C 1.266 2.018 8.619
H -0.127 -1.510 0.170
H -1.617 4.044 0.174
C -5.454 -2.964 0.859
C 0.012 2.557 -1.436
H 5.578 3.500 -0.524
C -3.802 1.857 1.510
H -5.364 -4.657 3.593
H 0.264 0.898 2.192
H 2.015 2.780 8.839
O 7.135 -7.597 -3.603
C 0.841 0.249 4.220
H 1.271 -0.511 2.223
H 4.022 -3.276 2.651
C -3.478 1.766 2.841
H -5.795 -3.992 0.980
H -0.265 -4.440 -4.439
C 5.126 5.179 0.628
O 5.352 -8.752 -4.036
C 2.448 4.251 -3.741
C -3.857 2.800 3.730
H -5.759 -1.560 -1.595
H 4.633 -4.177 0.406
H -0.915 0.969 7.183
C -2.085 -3.356 -4.647
H 6.779 -5.180 -2.861
C -4.874 -2.329 2.110
H 0.310 5.072 3.433
*
```

=====

7 unconnected molecules or ions with the total composition C60H88BF4N10O4, computed with ωB97M-V with the def2-TZVPD basis set.

Properties
* E: -3607.699353 Eh

Structure (ORCA input):
```
! wB97M-V def2-TZVPD RIJCOSX def2/J DEFGRID3
* xyz 9 1
H -0.587 -10.134 3.171
H -7.473 9.080 2.474
C 0.687 3.998 -3.206
F -1.098 -0.667 1.122
H 2.148 -3.723 -0.062
C -0.596 3.784 -5.323
H -2.119 -5.693 -3.258
H -0.378 -4.013 -0.155
H -1.534 -4.523 -6.545
H 6.664 0.287 1.037
H 6.200 -4.088 -0.129
N 4.893 2.438 2.885
H -7.439 9.274 4.180
C -6.798 9.305 3.299
H 5.556 5.260 -1.229
C 4.308 -1.207 -2.767
C 4.597 1.831 -2.694
C 5.929 1.932 2.132
H 2.204 -1.371 0.836
C 3.288 2.924 -0.557
C 0.157 -5.468 1.997
H -3.513 6.957 5.409
H 0.562 1.840 3.355
H -5.517 1.348 -1.481
H 5.350 -0.926 -2.720
H 4.921 4.848 0.411
O 1.287 -10.554 2.678
H -1.458 5.958 4.317
H 1.172 -0.084 -2.327
H 1.853 -8.338 2.771
F 0.330 0.965 0.966
N -5.829 8.165 3.342
C -4.162 6.949 4.546
C 0.016 -10.062 2.266
H 2.226 -5.959 2.588
H -5.680 4.670 -1.136
N 4.320 3.560 -1.123
H 0.581 -7.781 3.554
H -3.065 5.019 0.156
H -1.917 2.242 -1.699
H -0.268 -5.278 2.982
H 3.176 -11.229 1.882
C 5.812 0.604 1.621
H -6.778 0.696 1.372
C 3.109 -1.926 0.635
H -5.189 5.318 -2.694
H -3.064 -2.473 0.365
H -1.482 4.086 -5.882
H 1.500 -3.965 -4.601
H 5.096 4.509 2.731
C 3.535 0.534 2.440
H -0.570 -5.962 1.352
C 1.405 -6.415 2.034
H 3.079 -5.784 -0.285
N -1.388 3.080 -1.895
H -4.616 3.290 3.020
C 0.030 2.799 -2.432
C 4.535 -0.058 1.700
H 4.776 -5.894 -0.105
O -3.622 4.342 -1.737
H -4.215 -0.831 1.763
C 2.141 -10.998 1.628
H 3.142 -4.187 -5.103
H 2.836 3.508 0.232
C -1.573 3.910 -0.622
C -4.224 -0.740 0.687
H -6.299 7.505 1.411
H -3.413 3.188 -0.065
H 2.595 -4.907 -3.520
H -1.903 -5.868 -5.513
C 4.372 -1.424 1.030
N -1.776 -4.073 -4.425
H 1.688 -11.902 1.222
H 4.732 -2.994 -3.877
N 1.020 -7.782 2.645
H 6.893 2.419 2.133
N -1.355 2.680 3.610
C -4.882 0.543 -1.142
C -4.876 6.155 2.370
C 4.903 3.164 -2.268
C -0.341 -3.570 0.840
H -1.026 4.834 -0.808
C -3.572 3.531 3.156
C -2.618 -3.765 -2.236
H 3.862 5.532 -0.731
F -0.907 0.454 -0.907
H -1.188 3.453 0.290
H -1.487 -2.448 -5.637
H 2.869 2.332 3.483
C 4.006 -5.322 -0.623
O -0.316 4.504 -4.071
H -0.437 1.304 4.727
H -1.945 3.469 -2.641
C 4.007 -2.423 -3.317
H -0.675 2.697 -5.278
C 3.579 1.083 -2.046
H -0.121 1.959 -3.111
C 3.072 -3.172 0.034
H 0.458 -8.696 0.755
H 0.728 -2.513 -3.123
H -0.272 -5.078 -5.463
H -6.322 10.274 3.148
H -0.688 0.706 3.059
H 0.603 2.603 -1.526
H 5.664 3.763 -2.746
H 0.019 -2.547 0.737
H 4.070 -5.323 -1.712
F -1.915 1.353 0.901
H 6.422 -1.894 1.080
H -3.055 -4.256 -1.379
H 1.863 -6.732 1.097
C -3.498 -1.410 -1.575
H 0.125 3.994 4.124
C 3.274 -0.285 -2.498
H -0.849 -8.067 1.722
C 1.705 -2.058 -3.048
H -5.285 1.443 1.889
N -5.000 0.272 0.184
H -5.154 8.780 5.210
H 0.218 3.826 -6.046
H 4.289 3.776 4.192
C 3.661 1.825 2.952
C 2.924 1.651 -0.962
C -2.742 -2.381 -2.425
C -0.447 1.575 3.671
C -2.635 2.467 3.236
H 5.988 3.833 4.151
C 5.363 -3.456 0.127
C -1.750 -2.721 -4.626
C -4.184 -0.311 -2.045
H -1.351 -3.574 1.251
H 0.918 4.662 -2.373
H -4.827 5.494 1.517
H -6.084 2.098 0.546
H 5.162 1.456 -3.535
N 4.160 -3.959 -0.098
H 1.561 3.796 -3.824
C -4.076 5.987 3.503
H -4.597 6.088 -1.400
C -1.348 -4.931 -5.552
C -0.926 3.917 3.888
C 2.515 -4.075 -4.219
C 5.453 -2.245 0.759
C -3.012 4.121 -0.460
C 5.124 3.731 3.494
C -3.146 4.811 3.552
O 0.616 -4.228 1.615
B -0.907 0.548 0.495
C -5.851 1.139 1.009
H 2.608 -0.001 2.587
C 1.970 -0.764 -2.586
H 2.099 -10.255 0.832
C -3.550 -1.654 -0.145
C 4.717 4.859 -0.659
C -2.163 -1.908 -3.585
C -1.828 4.997 3.993
H -0.558 -10.710 1.604
C -5.711 7.298 2.293
H -2.191 -0.838 -3.734
C -4.832 5.066 -1.695
C -5.014 8.018 4.457
C 0.097 -8.606 1.779
H -4.339 0.019 -3.062
N 2.743 -2.804 -3.506
H 2.230 1.063 -0.381
H -2.855 1.449 2.948
C -2.119 -4.613 -3.274
*
```